a | {"formula": "C19H31N2SV", "method": "ωB97M-V/def2-TZVPD", "elements": ["C", "C", "C", "C", "H", "H", "H", "H", "H", "H", "H", "H", "H", "C", "C", "C", "H", "C", "C", "H", "H", "H", "H", "C", "C", "C", "H", "C", "C", "H", "H", "H", "H", "V", "C", "N", "C", "C", "S", "N", "C", "C", "H", "H", "H", "H", "H", "H", "H", "H", "H", "H", "H", "H"], "xyz": [[-0.2509, 0.6499, -5.1338], [0.3365, 1.9880, -4.9874], [0.5898, -0.4770, -5.5492], [-1.7066, 0.4851, -5.0339], [0.6744, -0.5491, -6.6490], [0.1807, -1.4397, -5.2054], [1.6169, -0.3782, -5.1649], [0.3426, 2.5493, -5.9395], [1.3808, 1.9391, -4.6457], [-0.2351, 2.5962, -4.2702], [-2.2122, 0.6505, -6.0029], [-2.1410, 1.2104, -4.3296], [-1.9835, -0.5272, -4.7048], [2.2584, -0.2621, 0.6850], [2.3302, -1.0256, -0.5201], [2.1090, -0.1422, -1.6253], [2.6072, -2.0782, -0.5809], [1.9060, 1.1736, -1.1046], [2.0389, 1.1124, 0.3154], [2.0377, 1.9645, 0.9857], [2.4725, -0.6382, 1.6823], [2.1857, -0.4044, -2.6802], [1.7341, 2.0723, -1.6915], [-1.8892, -1.1143, 0.1338], [-0.8355, -2.0018, 0.5498], [-0.1290, -2.4060, -0.6299], [-0.6762, -2.3903, 1.5517], [-0.6890, -1.7075, -1.7527], [-1.7544, -0.8811, -1.2701], [-2.3762, -0.2276, -1.8719], [-2.7024, -0.7542, 0.7458], [0.6236, -3.1875, -0.6771], [-0.4261, -1.8551, -2.7971], [0.2546, -0.2466, -0.2704], [-2.8928, 0.1374, 3.2570], [-1.5467, 0.0871, 3.7924], [-1.4097, 0.0346, 5.2541], [-0.5118, 0.5118, 3.0484], [-0.7370, 1.1953, 1.4667], [0.7290, 0.4731, 3.6251], [1.2531, -0.7748, 4.2051], [1.6234, 1.6288, 3.6172], [-3.5802, 0.2077, 4.0995], [-3.1031, -0.7634, 2.6759], [-3.0091, 1.0131, 2.6167], [-0.9072, -0.8829, 5.5802], [-0.8539, 0.9095, 5.6193], [-2.4218, 0.0561, 5.6611], [2.2185, -1.0119, 3.7392], [1.4141, -0.6544, 5.2868], [0.5551, -1.6027, 4.0224], [2.5679, 1.3577, 3.1280], [1.1213, 2.4477, 3.0810], [1.8187, 1.9326, 4.6625]], "lowdin_charge": [-0.220, -0.015, -0.019, -0.017, 0.134, 0.099, 0.099, 0.133, 0.103, 0.108, 0.134, 0.105, 0.102, -0.180, -0.173, -0.165, 0.118, -0.162, -0.204, 0.084, 0.087, 0.094, 0.100, -0.208, -0.181, -0.176, 0.106, -0.170, -0.164, 0.095, 0.074, 0.115, 0.088, 0.447, -0.066, -0.160, -0.016, -0.628, 0.776, -0.221, -0.049, -0.059, 0.090, 0.084, 0.061, 0.083, 0.110, 0.089, 0.082, 0.093, 0.097, 0.084, 0.078, 0.100], "charge": 1, "lumo_energy_ev": [-5.6, -5.3], "spin_multiplicity": 2, "s_squared": 0.767}

b | {"formula": "C19H31N2SV", "method": "ωB97M-V/def2-TZVPD", "elements": ["C", "C", "C", "C", "H", "H", "H", "H", "H", "H", "H", "H", "H", "C", "C", "C", "H", "C", "C", "H", "H", "H", "H", "C", "C", "C", "H", "C", "C", "H", "H", "H", "H", "V", "C", "C", "N", "C", "S", "N", "C", "C", "H", "H", "H", "H", "H", "H", "H", "H", "H", "H", "H", "H"], "xyz": [[0.9379, -2.5218, 1.0259], [-0.1901, -3.5056, 0.7044], [2.2374, -2.9536, 0.3392], [1.1668, -2.5355, 2.5483], [2.6278, -3.7908, 0.9298], [3.0123, -2.1828, 0.3243], [2.0976, -3.3371, -0.6743], [-0.1515, -4.3174, 1.4413], [-0.0660, -3.9874, -0.2745], [-1.1895, -3.0598, 0.7921], [1.1601, -3.5937, 2.8557], [0.3729, -2.0409, 3.1224], [2.1497, -2.1569, 2.8635], [-0.4684, 0.2578, -1.9744], [0.7632, -0.4469, -2.1492], [0.4961, -1.8407, -1.9305], [1.6930, -0.0159, -2.5208], [-0.8999, -1.9652, -1.6013], [-1.4949, -0.6805, -1.6659], [-2.5664, -0.4894, -1.6137], [-0.6409, 1.2856, -2.2733], [1.1682, -2.6487, -2.1888], [-1.4457, -2.8859, -1.3965], [0.8384, 1.0243, 1.8086], [1.0757, 1.2192, 0.3912], [2.2989, 0.5072, 0.0750], [0.5657, 1.9222, -0.2661], [2.8109, -0.0371, 1.3031], [1.9127, 0.2691, 2.3491], [2.0710, 0.0607, 3.4049], [0.0660, 1.4912, 2.4150], [2.8418, 0.6023, -0.8599], [3.7805, -0.5068, 1.4489], [0.4466, -0.8122, 0.0904], [-1.1640, 3.7726, -1.6904], [-2.5644, 3.2146, -1.6397], [-2.8015, 2.0750, -0.7077], [-2.1539, 1.8738, 0.4588], [-1.7554, 0.2413, 0.9517], [-1.9135, 2.9354, 1.2565], [-2.6119, 4.2461, 1.1819], [-4.1193, 4.1852, 1.1933], [-0.8156, 4.1560, -0.7273], [-1.1629, 4.5994, -2.4092], [-0.4357, 3.0386, -2.0470], [-3.2924, 3.9966, -1.3874], [-2.8457, 2.8356, -2.6306], [-3.1944, 1.2332, -1.1314], [-1.5396, 2.6771, 2.1711], [-2.2559, 4.8031, 2.0532], [-2.2487, 4.7816, 0.3013], [-4.4737, 3.7031, 2.1103], [-4.5188, 5.2045, 1.1749], [-4.5167, 3.6484, 0.3280]], "lowdin_charge": [-0.548, -0.108, -0.092, -0.095, 0.099, 0.060, 0.061, 0.087, 0.081, 0.079, 0.087, 0.090, 0.073, -0.146, -0.139, -0.153, 0.125, -0.138, -0.169, 0.096, 0.083, 0.119, 0.117, -0.169, -0.249, -0.159, 0.095, -0.072, -0.083, 0.124, 0.070, 0.114, 0.128, 0.730, -0.081, -0.204, 0.029, -0.668, 0.784, 0.052, -0.214, -0.072, 0.068, 0.101, 0.056, 0.104, 0.134, 0.115, 0.128, 0.131, 0.088, 0.090, 0.093, 0.065], "charge": 1, "lumo_energy_ev": [-3.7, -3.3], "spin_multiplicity": 2, "s_squared": 0.810}

Which of them is least stable? Easy: a.

a | {"formula": "C14H56N28O14", "method": "ωB97M-V/def2-TZVPD", "elements": ["C", "O", "N", "N", "H", "H", "H", "H", "C", "O", "N", "N", "H", "H", "H", "H", "C", "O", "N", "N", "H", "H", "H", "H", "C", "O", "N", "N", "H", "H", "H", "H", "C", "O", "N", "N", "H", "H", "H", "H", "C", "O", "N", "N", "H", "H", "H", "H", "C", "O", "N", "N", "H", "H", "H", "H", "C", "O", "N", "N", "H", "H", "H", "H", "C", "O", "N", "N", "H", "H", "H", "H", "C", "O", "N", "N", "H", "H", "H", "H", "C", "O", "N", "N", "H", "H", "H", "H", "C", "O", "N", "N", "H", "H", "H", "H", "C", "O", "N", "N", "H", "H", "H", "H", "C", "O", "N", "N", "H", "H", "H", "H"], "xyz": [[6.8160, 3.6596, -4.9024], [7.1079, 4.7011, -5.4811], [5.9307, 2.8500, -5.3601], [7.3227, 3.2720, -3.7777], [5.2724, 3.1524, -6.0638], [5.7183, 1.9875, -4.8794], [8.1181, 3.6927, -3.3189], [6.9297, 2.4181, -3.4081], [4.6446, 2.2254, 1.8368], [5.1293, 1.4189, 1.0420], [3.9078, 3.2315, 1.4963], [5.1530, 2.3712, 3.0316], [3.3234, 3.6165, 2.2246], [3.4825, 3.2099, 0.5804], [4.9305, 2.9979, 3.7918], [5.7542, 1.5718, 3.1712], [0.1131, 3.4316, 5.9859], [0.6831, 4.4285, 5.5283], [0.2048, 2.8600, 7.1676], [-0.6176, 2.7301, 5.1164], [0.7299, 3.3884, 7.8497], [-0.2664, 2.0216, 7.4762], [-1.4544, 2.2915, 5.4735], [-0.3984, 2.9096, 4.1470], [3.1251, -6.0448, 2.2100], [3.0417, -5.8985, 1.0619], [2.5877, -6.9766, 2.8704], [3.7288, -5.1498, 2.9575], [2.5010, -7.2249, 3.8456], [2.1278, -7.6143, 2.2365], [3.9011, -5.2037, 3.9512], [4.0631, -4.4171, 2.3480], [1.4601, -6.1822, -5.7274], [0.4657, -5.8866, -5.0863], [2.6253, -6.1658, -5.2615], [1.4249, -6.3813, -7.0189], [3.2930, -6.6149, -5.8720], [2.6500, -6.2757, -4.2578], [0.5125, -6.4233, -7.4501], [2.2885, -6.5548, -7.5130], [-7.0510, 4.3107, 2.6873], [-8.1595, 3.8789, 2.9767], [-6.3621, 4.7378, 3.5922], [-6.4110, 4.2662, 1.5483], [-5.4480, 5.0915, 3.3481], [-6.8251, 5.1495, 4.3899], [-5.4072, 4.2570, 1.4372], [-7.0118, 4.0271, 0.7724], [7.6658, -2.6956, -3.2961], [8.0936, -3.2533, -4.2104], [8.4244, -2.1492, -2.3754], [6.4384, -2.4089, -2.9500], [8.0329, -1.7602, -1.5295], [9.3260, -2.5953, -2.2857], [6.2089, -1.8130, -2.1675], [5.6880, -2.8284, -3.4801], [-2.0222, -6.0816, 6.7294], [-1.4235, -7.1420, 6.9051], [-3.2996, -6.0084, 6.4548], [-1.3484, -4.9933, 6.4389], [-3.6476, -5.0603, 6.4454], [-3.9609, -6.7673, 6.3720], [-0.3814, -4.9633, 6.7289], [-1.9777, -4.2737, 6.1128], [-6.1292, -0.8165, 5.5078], [-4.8991, -0.9298, 5.2541], [-7.0630, -1.4098, 4.7855], [-6.5915, -0.2628, 6.5830], [-7.9733, -1.6917, 5.1200], [-6.6571, -1.8733, 3.9852], [-7.5865, -0.1168, 6.4887], [-6.0937, 0.3365, 7.2258], [-2.3194, 8.8494, 1.8537], [-2.2323, 9.2376, 2.9376], [-3.0065, 9.3796, 0.8507], [-1.6817, 7.8392, 1.4842], [-3.0923, 9.2512, -0.1474], [-3.6145, 10.0901, 1.2322], [-1.7341, 7.6879, 0.4870], [-0.9720, 7.4860, 2.1101], [-0.3369, -0.0617, -7.7256], [0.0472, 0.7358, -6.9749], [0.4668, -0.7154, -8.5815], [-1.5247, -0.5337, -7.7810], [0.0413, -1.2357, -9.3354], [1.3302, -0.2000, -8.6762], [-1.6491, -1.4309, -8.2279], [-2.3318, -0.2119, -7.2660], [-1.1593, 7.2552, -4.4948], [-1.5937, 8.4060, -4.4819], [0.0212, 6.9145, -4.8594], [-1.9229, 6.3017, -4.1655], [0.5308, 7.6873, -5.2635], [0.0471, 5.9693, -5.2145], [-2.7727, 6.5878, -3.7006], [-1.5145, 5.3924, -4.0029], [-0.1807, -0.3204, -0.5102], [-0.5834, 0.8920, -0.5267], [0.4138, -0.9133, -1.5305], [-0.1450, -1.0952, 0.5242], [0.4310, -0.5105, -2.4565], [0.6655, -1.8903, -1.4827], [0.2705, -2.0084, 0.4076], [-0.4222, -0.7350, 1.4262], [-4.7006, -6.0484, -0.0986], [-5.7431, -5.6136, 0.5100], [-3.9490, -5.3566, -0.8589], [-4.1454, -7.2620, -0.1859], [-4.2876, -4.4464, -1.1364], [-3.1212, -5.6142, -1.3771], [-3.2634, -7.4138, -0.6541], [-4.7451, -7.9301, 0.2767]], "lowdin_charge": [-0.808, 0.014, 0.159, 0.169, 0.125, 0.108, 0.126, 0.106, -0.790, 0.001, 0.167, 0.155, 0.113, 0.122, 0.118, 0.114, -0.742, 0.003, 0.164, 0.133, 0.116, 0.114, 0.103, 0.111, -0.898, 0.085, 0.180, 0.157, 0.126, 0.125, 0.109, 0.114, -0.840, 0.018, 0.177, 0.161, 0.118, 0.136, 0.121, 0.108, -0.857, 0.022, 0.169, 0.167, 0.124, 0.142, 0.115, 0.117, -0.846, 0.113, 0.138, 0.154, 0.101, 0.116, 0.109, 0.115, -0.771, -0.001, 0.164, 0.154, 0.103, 0.125, 0.121, 0.105, -0.746, -0.035, 0.153, 0.163, 0.114, 0.118, 0.109, 0.124, -0.899, 0.105, 0.156, 0.169, 0.111, 0.109, 0.115, 0.135, -0.845, 0.091, 0.144, 0.164, 0.099, 0.111, 0.110, 0.125, -0.845, 0.009, 0.176, 0.167, 0.129, 0.119, 0.127, 0.119, -0.722, -0.044, 0.148, 0.159, 0.118, 0.104, 0.112, 0.125, -0.708, -0.027, 0.133, 0.135, 0.124, 0.119, 0.110, 0.114], "lumo_energy_ev": -0.3, "spin_multiplicity": 1}

b | {"formula": "C14H56N28O14", "method": "ωB97M-V/def2-TZVPD", "elements": ["C", "O", "N", "N", "H", "H", "H", "H", "C", "O", "N", "N", "H", "H", "H", "H", "C", "O", "N", "N", "H", "H", "H", "H", "C", "O", "N", "N", "H", "H", "H", "H", "C", "O", "N", "N", "H", "H", "H", "H", "C", "O", "N", "N", "H", "H", "H", "H", "C", "O", "N", "N", "H", "H", "H", "H", "C", "O", "N", "N", "H", "H", "H", "H", "C", "O", "N", "N", "H", "H", "H", "H", "C", "O", "N", "N", "H", "H", "H", "H", "C", "O", "N", "N", "H", "H", "H", "H", "C", "O", "N", "N", "H", "H", "H", "H", "C", "O", "N", "N", "H", "H", "H", "H", "C", "O", "N", "N", "H", "H", "H", "H"], "xyz": [[-4.7590, -2.0914, 1.6269], [-3.5637, -2.3391, 1.5067], [-5.5697, -1.8384, 0.6601], [-5.4445, -2.0709, 2.6991], [-5.2598, -1.7624, -0.2981], [-6.4608, -1.5301, 1.0220], [-4.8988, -2.2148, 3.5368], [-6.4246, -1.8508, 2.8043], [-4.8669, 3.2208, -2.2142], [-5.0366, 3.8408, -1.1991], [-5.7274, 3.1028, -3.1624], [-4.0818, 2.2239, -2.2315], [-6.5081, 3.7403, -3.0969], [-5.5183, 2.4766, -3.9268], [-3.5931, 1.9341, -1.3964], [-4.1803, 1.5433, -2.9712], [-0.3309, 0.2321, -0.4618], [-0.8567, 0.7437, -1.4849], [-0.3979, -1.0171, -0.1384], [0.5777, 0.7714, 0.2394], [-0.9495, -1.6529, -0.6966], [-0.1064, -1.2485, 0.8005], [1.0736, 1.5037, -0.2485], [1.1300, 0.0751, 0.7192], [-0.5285, 5.8518, 1.5682], [0.1998, 5.6910, 2.5546], [-1.2761, 4.9348, 0.9573], [-0.7382, 7.0726, 0.9813], [-1.7773, 5.1782, 0.1149], [-1.3928, 3.9670, 1.2213], [-0.2552, 7.9166, 1.2542], [-1.5704, 7.1579, 0.4153], [3.3937, -0.5169, -3.1471], [3.5580, -1.7041, -3.2429], [3.9844, 0.4313, -3.8212], [2.4709, -0.0852, -2.3826], [4.8655, 0.3073, -4.2990], [3.5994, 1.2713, -3.4134], [2.3286, -0.7604, -1.6450], [2.5890, 0.8353, -1.9840], [2.5153, -4.5471, -1.0362], [1.9677, -5.6150, -0.5805], [3.8170, -4.3311, -0.9400], [1.9845, -3.5203, -1.6515], [4.5539, -4.9553, -0.6442], [4.1015, -3.4241, -1.2812], [1.0810, -3.6408, -2.0866], [2.6503, -2.8675, -2.0396], [1.8523, -2.8834, 2.3932], [1.0505, -2.5053, 1.6192], [1.5438, -3.1519, 3.6485], [3.0853, -3.3005, 2.0749], [2.2662, -3.4700, 4.2787], [0.5959, -2.9159, 3.9052], [3.6510, -3.3696, 2.9088], [3.5263, -3.3219, 1.1665], [-1.1121, 0.2382, -5.2248], [-1.5658, -0.2495, -6.2284], [0.1797, 0.3323, -5.1456], [-1.7985, 0.6042, -4.1685], [0.5148, -0.3356, -5.8252], [0.7234, 0.5819, -4.3318], [-1.2263, 1.0213, -3.4482], [-2.7852, 0.5138, -3.9727], [-1.9748, -3.3534, 4.0558], [-1.1730, -2.6379, 4.5860], [-1.7148, -4.0965, 3.0360], [-3.1636, -3.5949, 4.3894], [-0.8560, -4.0326, 2.5083], [-2.4087, -4.6013, 2.5032], [-3.4914, -3.0145, 5.1481], [-3.7783, -4.2595, 3.9415], [3.0084, 3.6492, 2.4844], [4.1525, 3.5370, 2.7433], [2.0657, 3.7734, 3.4001], [2.4623, 3.3760, 1.3720], [1.4425, 4.4655, 3.0093], [2.3178, 3.9903, 4.3538], [1.4579, 3.3989, 1.2676], [3.0670, 3.3142, 0.5654], [5.6251, -0.8851, -0.7916], [5.0094, -1.9419, -0.5356], [5.4753, 0.1890, -0.1003], [6.6074, -0.6750, -1.5706], [4.9966, 0.1986, 0.7890], [6.0820, 0.9138, -0.4562], [7.1351, -1.4266, -1.9910], [6.7871, 0.2592, -1.9098], [-1.5862, 0.9059, 3.5306], [-1.5323, 2.0412, 3.9064], [-2.6150, 0.3896, 2.8754], [-0.7000, 0.0216, 3.8563], [-2.7767, -0.5810, 2.6478], [-3.3884, 1.0384, 2.9076], [0.2080, 0.2051, 4.2589], [-0.9564, -0.9251, 3.6153], [-1.6376, -3.7308, -1.1017], [-0.8561, -4.1743, -1.9511], [-2.7582, -3.2043, -1.3827], [-1.5606, -3.7926, 0.1792], [-3.4710, -3.0132, -0.6931], [-3.1743, -3.2722, -2.3005], [-2.2321, -3.2132, 0.6625], [-0.9157, -4.3262, 0.7444], [1.5745, 3.4810, -1.7644], [2.3977, 2.6130, -1.5514], [1.8889, 4.6178, -2.2288], [0.2998, 3.4059, -1.5873], [1.2697, 5.3670, -2.5032], [2.8761, 4.6168, -2.4421], [-0.2277, 4.2649, -1.5239], [-0.1277, 2.4911, -1.5623]], "lowdin_charge": [-0.761, 0.009, 0.192, 0.185, 0.128, 0.121, 0.102, 0.134, -0.838, 0.040, 0.168, 0.168, 0.128, 0.118, 0.121, 0.090, -0.724, -0.045, 0.212, 0.203, 0.091, 0.067, 0.066, 0.121, -0.651, 0.019, 0.170, 0.140, 0.097, 0.118, 0.109, 0.093, -0.823, 0.046, 0.200, 0.192, 0.123, 0.094, 0.114, 0.053, -0.698, -0.063, 0.130, 0.183, 0.118, 0.041, 0.081, 0.045, -0.744, 0.042, 0.177, 0.196, 0.112, 0.058, 0.099, 0.077, -0.806, 0.023, 0.172, 0.180, 0.123, 0.088, 0.056, 0.088, -0.809, 0.046, 0.185, 0.178, 0.089, 0.115, 0.136, 0.133, -0.847, 0.061, 0.160, 0.184, 0.036, 0.115, 0.100, 0.100, -0.756, 0.004, 0.181, 0.170, 0.135, 0.113, 0.137, 0.117, -0.810, 0.038, 0.172, 0.188, 0.064, 0.109, 0.130, 0.060, -0.787, 0.039, 0.170, 0.176, 0.078, 0.131, 0.047, 0.112, -0.799, -0.006, 0.194, 0.204, 0.131, 0.133, 0.109, 0.064], "lumo_energy_ev": -0.4, "spin_multiplicity": 1}

Which of them is least stable? Easy: a.